Density functional theory data (the ωB97M-V functional and the def2-TZVPD basis) for a molecular structure, C38H61F9GaIN13S.

Output
Molecular weight: 1099.7 g/mol
Frontier orbital gap: 3.60 eV
Charge: -1
LUMO level: 1.3 eV
Electronic energy: -5715.52310 Eh

Each line ends with the Löwdin charge.
CARTESIAN COORDINATES (ANGSTROEM)
I  -0.406  -1.192  -1.225  0.582
Ga  0.028  -0.912  1.382  0.106
S  2.541  -2.169  9.397  0.887
F  2.921  -3.178  10.610  -0.151
F  1.177  -0.106  8.540  0.086
F  2.811  -3.389  8.376  -0.142
F  1.000  -2.551  9.630  -0.126
F  2.467  -0.971  10.520  -0.166
F  0.974  -0.445  6.066  0.087
F  0.650  -2.476  6.824  0.096
F  3.227  -0.119  7.816  0.111
F  4.144  -1.798  9.257  -0.182
N  0.499  -4.280  -0.008  0.160
N  -7.033  7.712  -3.767  0.141
N  12.405  -6.370  -2.139  0.121
N  -3.539  4.947  -0.606  0.141
N  8.568  -5.685  2.004  0.140
N  -9.993  5.783  -8.219  0.121
N  -11.908  3.437  -9.784  0.102
N  9.794  -10.984  -3.105  0.112
N  -6.125  2.990  -6.839  0.113
N  6.627  -3.051  3.072  0.153
N  -5.694  9.653  0.190  0.113
N  -0.800  0.379  -2.819  -0.318
N  3.445  -3.248  -0.109  0.152
C  2.450  -1.330  3.149  -0.274
C  -1.579  2.715  -3.779  -0.070
C  10.248  -4.802  3.820  -0.062
C  -1.149  1.401  -3.248  -0.248
C  4.676  -5.086  1.309  -0.081
C  -7.185  7.783  -0.899  -0.078
C  -7.503  4.957  -5.772  -0.076
C  -1.615  -1.755  2.349  -0.339
C  1.800  -1.864  1.798  -0.311
C  -5.418  9.615  -4.587  -0.044
C  -6.347  8.833  -0.286  -0.286
C  -6.326  8.545  -4.128  -0.211
C  2.743  -1.922  5.659  -0.081
C  0.539  -5.363  -0.394  -0.244
C  11.390  -6.130  -1.651  -0.271
C  6.841  -1.928  3.196  -0.250
C  -1.327  -3.188  2.962  -0.223
C  9.297  -5.292  2.802  -0.269
C  0.043  1.087  1.903  -0.265
C  1.622  -1.517  6.683  -0.407
C  0.592  -6.754  -0.892  -0.072
C  10.489  -10.139  -3.456  -0.278
C  -3.898  6.477  1.498  -0.056
C  -0.121  3.488  1.066  -0.124
C  -9.935  4.705  -8.616  -0.274
C  -13.060  3.487  -9.816  -0.145
C  -6.728  3.851  -6.373  -0.278
C  7.108  -0.485  3.360  -0.060
C  -9.857  3.322  -9.124  -0.166
C  -14.536  3.552  -9.855  -0.048
C  -3.694  5.617  0.315  -0.279
C  2.160  -0.936  8.043  -0.397
C  11.384  -9.052  -3.906  -0.072
C  10.088  -5.819  -1.024  -0.064
C  -0.696  2.010  0.846  -0.484
C  2.142  -2.393  4.266  -0.170
C  3.988  -4.054  0.506  -0.259
C  -2.248  2.101  1.080  -0.097
H  -2.318  2.570  -4.567  0.071
H  -8.151  4.572  -4.986  0.083
H  2.522  -1.732  0.935  0.007
H  7.870  -0.167  2.649  0.078
H  -14.855  4.177  -10.688  0.082
H  3.418  -2.715  6.053  0.114
H  -2.021  3.317  -2.982  0.061
H  11.075  -4.285  3.335  0.078
H  -1.205  -3.071  4.076  0.046
H  10.640  -5.641  4.394  0.079
H  5.673  -5.263  0.908  0.057
H  6.195  0.082  3.181  0.081
H  9.296  -6.384  -1.515  0.085
H  -4.389  9.258  -4.568  0.087
H  9.876  -4.755  -1.118  0.085
H  -4.753  7.132  1.336  0.047
H  -6.827  5.695  -5.345  0.042
H  -5.675  9.908  -5.604  0.083
H  11.159  -8.793  -4.941  0.081
H  -0.457  1.695  -0.202  0.064
H  -8.138  7.715  -0.373  0.082
H  2.724  -3.310  3.985  0.110
H  1.665  -2.965  1.921  0.006
H  -9.965  3.314  -10.195  0.064
H  -0.762  4.224  0.520  0.043
H  -0.408  -3.656  2.540  0.020
H  -10.621  2.718  -8.674  0.054
H  4.764  -4.750  2.341  0.043
H  -2.405  -1.863  1.564  0.015
H  -6.677  6.820  -0.840  0.080
H  1.054  -2.603  4.354  0.098
H  -4.083  5.859  2.377  0.083
H  -2.000  -1.036  3.119  0.021
H  3.563  -1.195  3.025  0.087
H  -0.720  3.245  -4.190  0.070
H  -14.913  3.978  -8.925  0.084
H  9.743  -4.112  4.495  0.077
H  0.460  -6.766  -1.973  0.074
H  3.346  -0.994  5.510  0.119
H  -2.212  -3.852  2.790  0.047
H  4.112  -6.018  1.283  0.069
H  -2.830  1.709  0.203  0.074
H  -0.468  1.258  2.889  0.053
H  -3.011  7.085  1.673  0.084
H  7.459  -0.286  4.372  0.078
H  -5.506  10.481  -3.932  0.085
H  11.244  -8.173  -3.282  0.025
H  0.936  3.479  0.705  0.065
H  -2.587  1.543  1.987  0.068
H  -0.200  -7.343  -0.430  0.073
H  -8.116  5.436  -6.536  0.039
H  -7.369  8.027  -1.952  0.003
H  -0.143  3.671  2.168  0.069
H  2.016  -0.334  3.412  0.079
H  -14.948  2.552  -9.982  0.082
H  12.422  -9.374  -3.838  0.082
H  -2.560  3.171  1.186  0.025
H  10.111  -6.085  0.031  0.043
H  -8.877  2.894  -8.865  0.080
H  1.116  1.422  1.963  0.040
H  1.556  -7.200  -0.646  0.067

---

Density functional theory data (the ωB97M-V functional and the def2-TZVPD basis) for 11 unconnected molecules or ions with the total composition C38H62F2O33.

Output
Molecular weight: 1084.9 g/mol
ΔE to the lowest compared entry with this formula, charge and spin: 136.8 kcal/mol
Frontier orbital gap: 10.35 eV
LUMO level: -0.1 eV
Structure (SMILES): O=C1OC[C@@H](F)O1.O=C1OC[C@@H](F)O1.CCOC(=O)OC.CCOC(=O)OC.CCOC(=O)OC.CCOC(=O)OC.CCOC(=O)OC.O=C1OCCO1.O=C1OCCO1.O=C1OCCO1.O=C1OCCO1
Electronic energy: -4167.67772 Eh

Each line ends with the Löwdin charge.
CARTESIAN COORDINATES (ANGSTROEM)
F  -0.432  7.815  0.530  0.066
F  0.181  -1.168  -0.095  0.093
O  -3.784  5.345  -8.255  0.002
O  10.673  0.068  2.580  0.087
O  -3.435  -2.955  -6.419  0.031
O  -5.936  -4.613  -1.421  0.023
O  4.649  5.917  4.094  0.030
O  -4.288  -2.771  -8.384  0.029
O  -4.142  -4.765  -0.263  0.004
O  -5.095  -4.414  5.573  0.014
O  -1.906  1.958  7.960  0.117
O  9.367  -0.089  0.872  0.062
O  3.831  4.680  5.697  -0.020
O  -4.886  5.612  -6.312  0.112
O  -2.321  -3.955  -8.183  0.047
O  0.646  -0.363  1.885  0.134
O  -1.134  5.216  1.854  0.084
O  1.871  -1.165  3.640  0.166
O  4.945  -4.895  6.903  0.117
O  -3.381  3.979  -6.699  0.041
O  3.798  1.262  -3.997  0.112
O  -2.123  6.274  0.274  0.158
O  -3.312  -3.054  4.843  0.086
O  11.591  -0.749  0.767  0.148
O  6.183  -3.991  5.218  0.096
O  5.125  -5.821  4.761  0.065
O  -2.105  4.148  8.254  0.090
O  2.562  -1.239  1.545  0.085
O  4.393  3.690  3.714  0.110
O  5.741  0.289  -3.938  0.118
O  -3.050  -4.895  6.179  0.002
O  -5.361  -6.733  -0.404  0.057
O  -2.730  3.059  6.331  0.075
O  -2.299  4.008  0.343  0.147
O  4.697  0.360  -5.828  0.129
C  9.518  0.593  3.096  -0.138
C  -2.961  -5.419  0.178  -0.041
C  -5.160  -5.493  -0.668  -0.477
C  4.230  6.350  1.639  -0.051
C  -3.247  3.525  -5.370  -0.224
C  6.472  -0.565  -4.750  -0.138
C  -4.149  4.966  -7.035  -0.624
C  -2.204  2.509  -5.449  -0.083
C  -6.467  -2.332  5.862  -0.060
C  -2.340  -3.325  -5.530  -0.019
C  0.812  -0.152  0.461  -0.278
C  -1.535  7.262  1.084  -0.296
C  -1.668  -4.658  6.320  -0.030
C  4.294  4.676  4.413  -0.581
C  -4.455  6.469  -8.920  -0.019
C  3.165  3.480  6.148  -0.033
C  5.983  -0.154  -6.112  -0.111
C  -1.907  5.065  0.799  -0.557
C  -2.222  3.116  7.554  -0.601
C  -4.292  -2.893  -9.811  -0.209
C  -3.962  -1.540  -10.498  -0.059
C  -3.747  -4.019  5.498  -0.507
C  -3.275  -3.286  -7.666  -0.557
C  -2.751  1.744  5.836  -0.121
C  -7.439  -4.472  -3.240  -0.070
C  4.682  0.633  -4.576  -0.661
C  -6.105  -3.593  5.107  -0.280
C  6.523  -4.260  3.939  -0.160
C  -0.959  6.530  2.278  -0.059
C  5.389  -4.901  5.740  -0.493
C  1.717  -0.851  2.497  -0.589
C  10.629  -0.300  1.343  -0.585
C  5.284  6.184  2.818  -0.174
C  -2.195  0.976  7.010  -0.105
C  -7.115  -5.148  -1.978  -0.294
C  8.696  0.756  1.826  -0.100
C  2.269  -0.539  0.332  -0.067
C  5.716  -5.507  3.557  -0.142
H  -5.286  -3.203  -10.136  0.117
H  -2.977  0.294  7.342  0.139
H  -5.602  -1.719  6.114  0.064
H  -2.989  4.254  -4.603  0.138
H  2.379  -1.098  -0.597  0.141
H  -2.399  -4.413  -5.504  0.088
H  -3.615  -3.622  -10.256  0.115
H  6.000  5.401  2.568  0.113
H  -2.246  8.038  1.370  0.171
H  -2.251  -4.649  0.479  0.092
H  -3.718  1.485  5.405  0.138
H  7.541  -0.596  -4.541  0.143
H  7.667  0.398  1.847  0.131
H  -2.555  1.584  -5.908  0.081
H  -4.223  3.065  -5.215  0.137
H  -3.041  -1.168  -10.050  0.076
H  -1.824  2.296  -4.450  0.084
H  5.791  7.149  2.812  0.115
H  -1.685  -4.139  7.279  0.106
H  3.787  2.586  6.207  0.091
H  -7.181  -6.235  -2.027  0.125
H  -7.894  -4.996  -1.231  0.124
H  -6.624  -4.761  -3.904  0.080
H  -6.815  -2.655  6.843  0.076
H  -1.475  6.635  3.233  0.144
H  3.028  3.691  7.209  0.095
H  -1.320  -3.134  -5.864  0.100
H  -5.928  -3.391  4.050  0.120
H  0.552  0.818  0.038  0.178
H  8.665  1.818  1.583  0.128
H  -4.298  6.198  -9.965  0.087
H  6.201  -1.620  -4.703  0.131
H  -2.548  -6.077  -0.586  0.102
H  -8.356  -4.940  -3.598  0.091
H  7.562  -4.371  3.627  0.133
H  -1.115  -4.204  5.497  0.103
H  2.276  3.323  5.538  0.098
H  -1.310  -5.669  6.513  0.099
H  5.833  -1.016  -6.762  0.138
H  -4.705  -0.762  -10.323  0.071
H  9.575  1.502  3.695  0.135
H  -1.990  1.720  5.056  0.128
H  6.361  -6.301  3.180  0.127
H  -1.328  2.717  -6.063  0.089
H  -7.325  -3.389  -3.197  0.089
H  -3.844  -1.760  -11.559  0.076
H  4.998  -5.359  2.751  0.129
H  -1.285  0.586  6.554  0.140
H  -4.068  7.479  -8.785  0.089
H  -3.043  -5.967  1.116  0.094
H  9.189  -0.148  3.824  0.132
H  4.727  6.507  0.682  0.072
H  3.712  7.269  1.912  0.068
H  -7.230  -1.746  5.350  0.083
H  6.700  0.545  -6.543  0.138
H  -7.001  -4.208  5.025  0.124
H  2.914  0.318  0.135  0.136
H  0.094  6.769  2.428  0.142
H  3.584  5.473  1.581  0.068
H  -5.525  6.554  -8.734  0.090
H  6.179  -3.400  3.364  0.130
H  -2.460  -3.223  -4.451  0.093

---

Density functional theory data (the ωB97M-V functional and the def2-TZVPD basis) for 2 unconnected molecules or ions with the total composition C38H63F2IN2O3Si.

Output
Molecular weight: 788.9 g/mol
ΔE to the lowest compared entry with this formula, charge and spin: 0.0 kcal/mol
Frontier orbital gap: 2.41 eV
LUMO level: -1.4 eV
Electronic energy: -2607.71832 Eh

Each line ends with the Löwdin charge.
CARTESIAN COORDINATES (ANGSTROEM)
I  -1.703  2.876  -1.913  1.113
Si  -4.827  -2.417  -3.116  0.580
F  -0.394  -0.604  -4.373  0.094
F  -1.516  1.191  -4.097  -0.022
O  0.332  -2.513  0.207  -0.022
O  0.283  4.744  2.636  -0.280
O  1.585  -0.002  3.536  -0.168
N  1.335  5.652  2.730  -0.192
N  -0.076  -0.299  0.397  0.233
C  -2.353  -6.399  -3.315  -0.079
C  0.812  6.630  0.620  -0.062
C  2.071  5.622  4.007  -0.528
C  -0.461  -2.604  -2.469  -0.096
C  4.310  -4.062  -1.824  -0.214
C  -5.766  -2.171  -4.702  -0.155
C  -5.996  -2.534  -1.654  -0.159
C  -2.963  -6.011  -2.137  -0.092
C  -0.098  -1.387  -0.381  -0.230
C  4.982  -4.122  -0.463  -0.267
C  1.810  -3.820  -2.412  -0.180
C  1.400  4.737  5.045  -0.059
C  2.245  7.844  2.218  -0.150
C  0.565  0.951  3.217  -0.205
C  -0.618  -3.134  1.106  -0.191
C  -3.838  -4.010  -3.189  -0.249
C  2.692  8.108  3.664  -0.177
C  -0.471  0.905  -0.007  -0.229
C  -3.215  -4.423  -4.369  -0.107
C  3.069  -3.165  -1.837  -0.196
C  1.030  6.923  2.096  -0.558
C  -0.930  1.017  -1.339  -0.488
C  -3.696  -4.833  -2.077  -0.098
C  -1.399  -0.054  -3.622  -0.513
C  -2.687  -0.814  -3.904  -0.137
C  -2.483  -5.595  -4.437  -0.075
C  2.229  7.013  4.631  -0.159
C  -0.224  7.625  2.640  -0.033
C  -0.497  -1.327  -1.695  -0.060
C  -3.647  -0.994  -2.731  -0.203
C  -0.341  1.916  1.049  -0.146
C  0.894  -2.859  -3.173  -0.142
C  0.881  1.673  1.929  -0.153
C  3.469  5.041  3.721  -0.038
C  -0.575  -4.629  0.935  -0.035
C  4.185  -4.972  0.512  -0.101
C  -0.916  -0.089  -2.184  -0.089
C  1.140  -1.296  3.778  -0.121
H  4.674  -5.038  1.471  0.067
H  -2.854  -6.635  -1.272  0.098
H  -6.456  -1.344  -4.643  0.036
H  2.148  -4.572  -3.109  0.103
H  3.779  8.209  3.695  0.099
H  0.261  -0.409  1.348  0.146
H  -0.606  -3.430  -1.799  0.104
H  2.295  9.067  4.006  0.101
H  -5.455  -2.862  -0.781  0.017
H  1.270  -4.322  -1.623  0.090
H  -1.253  -2.675  -3.189  0.083
H  -1.611  -2.776  0.870  0.129
H  1.643  1.087  1.413  0.126
H  0.369  -4.967  0.536  0.076
H  3.207  -4.534  0.668  0.054
H  3.070  7.394  1.659  0.106
H  -1.211  1.886  1.698  0.145
H  -6.369  -3.058  -4.849  0.038
H  -2.018  -5.885  -5.362  0.103
H  -1.356  -4.954  0.267  0.058
H  0.491  1.653  4.031  0.121
H  0.957  -1.857  2.852  0.053
H  -0.408  8.553  2.090  0.076
H  -3.199  -0.234  -4.655  0.128
H  5.024  -3.664  -2.535  0.106
H  2.924  6.949  5.474  0.110
H  4.073  4.973  4.635  0.075
H  1.913  -1.823  4.315  0.093
H  3.373  4.038  3.302  0.070
H  -4.253  -0.108  -2.613  0.089
H  1.314  2.654  2.172  0.107
H  1.272  7.310  5.066  0.098
H  2.837  -2.828  -0.833  0.094
H  -0.094  6.036  0.493  0.063
H  -0.398  0.435  3.144  0.116
H  -1.800  -7.313  -3.365  0.100
H  -5.143  -2.083  -5.579  0.028
H  3.292  -2.277  -2.408  0.105
H  1.375  -1.913  -3.351  0.102
H  5.973  -4.543  -0.583  0.102
H  0.236  -1.323  4.380  0.095
H  4.052  -5.056  -2.161  0.102
H  -0.419  -2.846  2.129  0.091
H  -3.315  -3.811  -5.248  0.095
H  0.405  5.105  5.298  0.081
H  2.035  8.795  1.720  0.110
H  4.012  5.655  3.002  0.069
H  4.071  -5.963  0.106  0.071
H  5.095  -3.123  -0.070  0.105
H  -0.760  -5.115  1.878  0.082
H  0.669  -3.275  -4.143  0.110
H  -1.098  6.983  2.522  0.069
H  2.007  4.730  5.954  0.079
H  1.654  6.062  0.219  0.078
H  -4.158  -4.586  -1.138  0.087
H  -3.155  -1.281  -1.812  0.076
H  -2.427  -1.739  -4.388  0.090
H  1.306  3.712  4.696  0.050
H  0.708  7.545  0.029  0.075
H  -6.350  -1.542  -1.415  0.032
H  -0.287  2.918  0.675  0.072
H  -6.828  -3.195  -1.843  0.037
H  -0.135  7.880  3.697  0.066